This record from OMol25 describes the molecule C5H8N2S in a non-equilibrium geometry. The level of theory is wB97M-V/def2-TZVPD.

Last columns: bonded neighbours and bond lengths (Å).
Positions of all 16 atoms, in Å:
1 S 2.0951 -1.7330 -0.0586  C5 1.626
2 N -1.0382 0.5410 -0.0804  C4 1.426, C7 1.301
3 N -0.9125 -1.8238 0.1121  C7 1.369, H11 0.981, H14 1.004
4 C -2.4553 0.4039 -0.0045  N2 1.426, H9 1.105, H12 1.109, H13 1.099
5 C 1.1192 -0.4326 -0.0342  S1 1.626, C6 1.471, C7 1.496
6 C 1.6267 0.9478 0.0029  C5 1.471, C8 1.339, H16 1.097
7 C -0.3698 -0.5741 -0.0253  N2 1.301, N3 1.369, C5 1.496
8 C 2.9000 1.3581 0.0525  C6 1.339, H10 1.133, H15 1.083
9 H -2.8615 -0.1916 -0.8415  C4 1.105
10 H 3.7665 0.6414 0.1950  C8 1.133
11 H -1.8366 -1.9625 -0.1849  N3 0.981
12 H -2.9469 1.3969 -0.0599  C4 1.109
13 H -2.8413 -0.1107 0.8865  C4 1.099
14 H -0.2682 -2.5920 0.1712  N3 1.004
15 H 3.1634 2.4050 -0.0362  C8 1.083
16 H 0.8595 1.7261 -0.0947  C6 1.097

The LUMO energy is -1.07 eV. As for the SMILES: C=CC(=S)/C(N)=N/C. As for the HOMO energy: -8.97 eV. The calculation puts the energy above the lowest of the compared OMol25 structures with the same formula, charge and spin at 150.0 kJ/mol. As for the net charge: 0. As for the HOMO-LUMO gap: 7.90 eV. The calculation puts the total energy at -19128.867 eV.